[1]
A 8-piece molecular cluster, C22H33N7OS overall at a distorted geometry, computed with ωB97M-V with the def2-TZVPD basis set.

Each line ends with the Löwdin charge.
Atoms and positions in Å:
C -4.42 3.70 -4.77  -0.27
S -4.71 4.37 -6.47  0.85
O -6.13 4.86 -6.29  -0.59
C -3.72 5.93 -6.26  -0.26
H -4.81 4.37 -4.00  0.06
H -3.34 3.63 -4.61  0.04
H -4.63 2.64 -4.69  0.04
H -3.93 6.47 -7.19  0.04
H -2.66 5.87 -6.04  0.05
H -4.07 6.55 -5.43  0.05
C 1.73 4.54 8.45  -0.08
C 2.20 4.49 7.04  -0.26
N 2.58 4.43 5.91  0.10
H 1.36 3.59 8.84  0.08
H 0.92 5.26 8.57  0.08
H 2.55 5.00 9.00  0.08
C -5.01 -0.18 2.47  -0.06
C -6.08 0.03 3.50  -0.28
N -6.84 0.24 4.33  0.11
H -4.30 -0.94 2.80  0.08
H -4.52 0.77 2.26  0.08
H -5.54 -0.55 1.60  0.07
C 5.42 -2.49 -5.52  -0.09
C 4.22 -3.17 -6.02  -0.27
N 3.27 -3.64 -6.54  0.11
H 5.48 -2.53 -4.43  0.08
H 5.37 -1.44 -5.79  0.08
H 6.36 -2.87 -5.93  0.08
C 2.07 -5.41 9.87  -0.08
C 2.32 -4.83 8.51  -0.25
N 2.54 -4.35 7.43  0.10
H 3.05 -5.24 10.33  0.08
H 1.82 -6.47 9.86  0.08
H 1.30 -4.87 10.41  0.08
N 1.09 -0.55 1.13  0.00
C 0.74 0.64 0.54  -0.15
C 0.55 0.45 -0.84  -0.10
C 0.93 -0.90 -1.06  -0.13
C 1.14 -1.52 0.15  -0.14
H 1.14 -0.65 2.14  0.14
H 0.78 1.47 1.23  0.10
H 0.51 1.35 -1.44  0.09
H 1.21 -1.27 -2.03  0.09
H 1.41 -2.54 0.37  0.10
N 7.19 -9.94 -3.70  -0.01
C 6.22 -10.21 -4.67  -0.14
C 5.14 -9.34 -4.53  -0.09
C 5.50 -8.50 -3.41  -0.11
C 6.69 -8.99 -2.89  -0.17
H 8.00 -10.53 -3.59  0.15
H 6.42 -11.04 -5.33  0.10
H 4.22 -9.25 -5.10  0.09
H 4.90 -7.71 -2.99  0.08
H 7.30 -8.66 -2.06  0.10
N -4.21 7.55 0.31  -0.01
C -5.43 7.55 -0.23  -0.19
C -6.22 6.82 0.54  -0.17
C -5.52 6.29 1.57  -0.09
C -4.20 6.81 1.44  -0.12
H -3.41 7.95 -0.15  0.15
H -5.60 8.04 -1.17  0.12
H -7.28 6.77 0.33  0.10
H -5.84 5.57 2.32  0.09
H -3.25 6.63 1.92  0.10

- Kohn-Sham gap: 8.59 eV
- Molar mass: 443.62 g/mol
- Maximum force: 6.2 eV/A
- HOMO level: -8.163 eV
- Calculated total energy: -46657.0751 eV
- Net charge: 0


[2]
A 6-piece molecular cluster, C22H33O17S overall at a distorted geometry, computed with ωB97M-V with the def2-TZVPD basis set.

Each line ends with the Löwdin charge.
Atoms and positions in Å:
C -0.57 1.91 -3.80  0.03
C -0.74 1.62 -2.52  -0.37
S -0.97 0.02 -1.82  1.16
C -0.89 -1.23 -3.13  -0.33
C -2.26 -1.81 -3.49  -0.21
C -3.12 -0.94 -4.44  -0.15
C -4.30 -0.28 -3.77  -0.20
O -5.26 -1.30 -3.49  -0.03
C -6.44 -0.87 -2.98  -0.34
O -7.15 -1.56 -2.32  0.12
H -0.25 2.91 -4.05  0.09
H -0.73 1.23 -4.62  0.06
H -0.77 2.39 -1.77  0.09
H -2.25 -0.04 -1.43  0.03
H -0.44 -0.73 -3.99  0.09
H -0.22 -2.00 -2.76  0.10
H -2.81 -2.08 -2.59  0.12
H -2.04 -2.75 -4.01  0.13
H -2.50 -0.17 -4.89  0.11
H -3.51 -1.59 -5.22  0.13
H -4.74 0.46 -4.45  0.13
H -4.04 0.24 -2.84  0.11
H -6.72 0.17 -3.25  0.15
C 4.49 3.68 -2.54  -0.10
C 3.26 2.80 -2.66  -0.12
O 2.33 3.67 -3.32  0.02
C 3.05 4.62 -4.00  -0.57
O 2.56 5.37 -4.78  0.17
O 4.35 4.55 -3.67  0.08
H 5.43 3.13 -2.60  0.14
H 4.50 4.27 -1.62  0.11
H 3.43 1.93 -3.30  0.13
H 2.86 2.48 -1.70  0.12
C -0.69 -4.80 0.99  -0.06
C -1.78 -4.14 1.81  -0.06
O -1.46 -2.74 1.65  0.06
C -0.75 -2.62 0.52  -0.58
O -0.48 -1.53 0.05  -0.02
O -0.39 -3.78 0.01  0.10
H -1.00 -5.72 0.51  0.14
H 0.22 -4.99 1.57  0.12
H -2.78 -4.32 1.42  0.14
H -1.76 -4.41 2.87  0.14
C 1.34 -2.13 4.04  -0.11
C 1.14 -2.68 5.44  -0.09
O 0.93 -4.07 5.19  0.07
C 1.51 -4.39 4.02  -0.58
O 1.65 -5.50 3.60  0.16
O 1.88 -3.27 3.35  0.05
H 2.04 -1.30 4.01  0.13
H 0.41 -1.84 3.56  0.11
H 2.02 -2.56 6.07  0.14
H 0.28 -2.25 5.95  0.14
C -2.20 1.93 2.24  -0.12
C -1.71 0.49 2.35  -0.13
O -1.09 0.47 3.63  0.04
C -1.64 1.48 4.38  -0.56
O -1.45 1.62 5.54  0.19
O -2.40 2.28 3.61  0.07
H -3.12 2.04 1.68  0.13
H -1.44 2.59 1.81  0.13
H -2.52 -0.24 2.35  0.13
H -0.99 0.25 1.57  0.10
C 3.53 2.71 2.86  -0.11
C 4.52 1.66 2.38  -0.11
O 5.00 2.24 1.16  0.05
C 4.83 3.58 1.22  -0.56
O 5.28 4.36 0.45  0.16
O 4.07 3.91 2.29  0.07
H 3.48 2.80 3.94  0.14
H 2.53 2.55 2.46  0.13
H 5.37 1.54 3.06  0.14
H 4.08 0.69 2.19  0.13

- Kohn-Sham gap: 9.56 eV
- Molar mass: 601.56 g/mol
- Maximum force: 1.2 eV/A
- HOMO level: -13.014 eV
- Calculated total energy: -68983.6641 eV
- Net charge: +1


[3]
C22H34As3CdF2IO7S2 as an isolated structure, computed with ωB97M-V with the def2-TZVPD basis set.

Each line ends with the Löwdin charge.
Atoms and positions in Å:
Cd -0.90 -0.24 -0.72  1.28
C -1.93 4.80 1.63  -0.36
As -1.33 2.97 1.99  1.13
C -2.87 2.51 3.12  -0.33
C -0.07 3.37 3.49  -0.42
C 0.25 4.67 3.85  -0.12
C 1.16 4.94 4.87  -0.11
C 1.76 3.89 5.55  -0.11
C 1.48 2.58 5.17  -0.13
C 0.58 2.31 4.14  -0.41
As 0.20 0.46 3.52  1.22
C 1.70 -0.43 4.42  -0.31
C 2.13 1.23 1.62  -0.18
H -2.17 5.34 2.55  0.01
H -2.83 4.71 1.02  -0.02
H -1.19 5.35 1.05  0.02
H -3.02 3.25 3.91  0.02
H -2.72 1.52 3.55  -0.01
H -3.74 2.46 2.46  0.02
H -0.21 5.51 3.34  0.07
H 1.39 5.96 5.13  0.09
H 2.47 4.08 6.35  0.09
H 1.98 1.77 5.68  0.08
H 2.66 0.06 4.25  0.02
H 1.75 -1.45 4.04  0.00
H 1.50 -0.47 5.49  0.02
H 2.19 2.20 2.12  0.07
H 2.19 1.38 0.54  0.09
H 2.98 0.61 1.93  0.07
O 2.23 -2.90 -5.53  -0.45
As 2.66 -2.93 -3.73  0.96
O 3.63 -4.28 -3.57  -0.72
O 0.44 -2.50 -0.28  -0.58
C 0.85 -3.80 -3.26  -0.32
C 0.93 -5.17 -3.04  -0.13
C -0.19 -5.92 -2.74  -0.11
C -1.44 -5.31 -2.66  -0.12
C -1.54 -3.95 -2.88  -0.09
C -0.40 -3.21 -3.17  -0.31
S -0.62 -1.45 -3.41  0.39
O -1.91 -1.11 -2.78  -0.45
O -0.57 -1.22 -4.85  -0.34
O 0.46 -0.79 -2.66  -0.48
H 1.43 -2.36 -5.63  -0.04
H 1.92 -5.61 -3.12  0.07
H -0.10 -6.99 -2.56  0.08
H -2.33 -5.89 -2.42  0.08
H -2.50 -3.44 -2.80  0.10
I -3.06 2.48 -1.38  0.46
C -0.96 1.88 -1.46  -0.80
H -0.44 2.73 -1.01  -0.12
H -0.76 1.86 -2.53  -0.09
F -1.68 -1.83 1.87  -0.17
C -2.28 -1.06 0.85  -0.38
F -2.95 -0.05 1.55  -0.18
H -3.08 -1.71 0.48  0.05
C 4.17 -2.93 -0.07  -0.15
C 2.83 -3.64 0.03  -0.38
S 1.55 -2.55 0.72  0.90
O 0.90 0.58 1.88  -0.58
C 0.92 -3.64 2.03  -0.41
C 0.24 -4.88 1.47  -0.13
H 4.96 -3.64 -0.30  0.07
H 4.41 -2.43 0.88  0.05
H 4.15 -2.18 -0.86  0.06
H 2.90 -4.54 0.65  0.08
H 2.46 -3.93 -0.96  0.06
H 0.21 -3.01 2.56  0.05
H 1.77 -3.85 2.69  0.08
H -0.36 -4.60 0.60  0.07
H -0.42 -5.31 2.22  0.07
H 0.96 -5.64 1.15  0.07

- Kohn-Sham gap: 5.21 eV
- Molar mass: 976.72 g/mol
- Maximum force: 0.4 eV/A
- ΔE to the lowest compared entry with this formula, charge and spin: 36.1 kcal/mol
- HOMO level: -1.402 eV
- Calculated total energy: -259983.5830 eV
- Net charge: -2